No. 1
{"formula": "CH5Cl2N2PS", "method": "ωB97M-V with the def2-TZVPD basis set", "e_tot_ev": -49265.108, "homo_lumo_gap_ev": 8.3, "total_charge": 0, "fmax_ev_per_a": 3.3, "e_above_lowest_kcal_mol": 65.27, "species": ["C", "N", "N", "P", "S", "Cl", "Cl", "H", "H", "H", "H", "H"], "positions_angstrom": [[-1.26, -1.90, -0.45], [-0.16, 2.43, -0.33], [-0.15, 1.29, 0.43], [1.27, 0.67, 0.80], [3.14, 0.80, 0.21], [1.08, -0.42, 2.46], [0.74, -1.85, -0.28], [-1.20, -2.75, 0.29], [-1.98, -1.13, -0.04], [-1.56, -2.36, -1.45], [0.74, 2.89, -0.48], [-0.67, 2.34, -1.16]]}

=====

No. 2
{"formula": "C4H6N2O", "method": "ωB97M-V with the def2-TZVPD basis set", "e_tot_ev": -9271.460, "homo_lumo_gap_ev": 9.0, "total_charge": 0, "fmax_ev_per_a": 3.5, "smiles": "Nc1cocc1N", "e_above_lowest_kcal_mol": 47.10, "species": ["N", "C", "C", "O", "C", "C", "N", "H", "H", "H", "H", "H", "H"], "positions_angstrom": [[1.18, 1.84, -0.08], [0.65, 0.53, 0.03], [1.32, -0.70, -0.08], [0.51, -1.71, 0.03], [-0.73, -1.25, 0.05], [-0.79, 0.08, 0.04], [-2.01, 0.82, 0.05], [2.16, 1.69, 0.18], [0.65, 2.42, 0.58], [2.37, -0.96, -0.21], [-1.37, -2.08, 0.00], [-2.83, 0.30, -0.37], [-1.95, 1.68, -0.46]]}

=====

No. 3
{"formula": "C4H6N2", "method": "ωB97M-V with the def2-TZVPD basis set", "e_tot_ev": -7221.829, "homo_lumo_gap_ev": 10.2, "total_charge": 0, "fmax_ev_per_a": 0.8, "smiles": "C=C=NN1CC1", "e_above_lowest_kcal_mol": 86.75, "species": ["C", "C", "N", "N", "C", "C", "H", "H", "H", "H", "H", "H"], "positions_angstrom": [[0.41, 2.66, 0.29], [0.32, 1.40, 0.64], [0.21, 0.23, 1.00], [0.58, -0.73, 0.01], [-0.06, -2.02, 0.20], [-0.53, -1.10, -0.86], [-0.43, 3.18, -0.16], [1.34, 3.20, 0.42], [-0.71, -2.14, 1.07], [0.58, -2.87, -0.04], [-0.26, -1.23, -1.91], [-1.47, -0.58, -0.67]]}

=====

No. 4
{"formula": "H10O5", "method": "ωB97M-V with the def2-TZVPD basis set", "e_tot_ev": -10399.874, "homo_lumo_gap_ev": 10.8, "total_charge": 0, "fmax_ev_per_a": 0.7, "smiles": "O.O.O.O.O", "e_above_lowest_kcal_mol": 22.49, "species": ["O", "H", "H", "O", "H", "H", "O", "H", "H", "O", "H", "H", "O", "H", "H"], "positions_angstrom": [[-1.27, -1.40, -0.52], [-1.59, -1.90, -1.26], [-0.93, -2.06, 0.09], [0.86, 0.21, 0.16], [0.04, -0.25, -0.03], [1.49, -0.50, 0.31], [3.12, -0.69, 1.63], [4.08, -0.68, 1.63], [2.88, 0.17, 1.99], [-3.63, 0.00, 0.31], [-4.15, -0.38, -0.40], [-2.73, -0.27, 0.11], [0.76, 2.89, -1.15], [0.13, 2.89, -1.87], [0.93, 1.96, -0.98]]}

=====

No. 5
{"formula": "C11H19F3N4OS2SiTa", "method": "ωB97M-V with the def2-TZVPD basis set", "e_tot_ev": -58951.301, "homo_lumo_gap_ev": 5.6, "total_charge": 3, "fmax_ev_per_a": 2.2, "e_above_lowest_kcal_mol": 6.51, "species": ["Ta", "N", "C", "C", "N", "C", "C", "N", "H", "H", "H", "H", "H", "S", "C", "N", "C", "C", "S", "H", "H", "H", "H", "H", "F", "C", "F", "F", "C", "Si", "C", "C", "O", "H", "H", "H", "H", "H", "H", "H", "H", "H"], "positions_angstrom": [[0.36, 0.04, -0.15], [4.25, 0.13, -4.00], [2.99, 0.42, -3.68], [2.45, 0.14, -2.41], [1.17, 0.47, -2.14], [0.42, 1.07, -3.07], [0.99, 1.32, -4.33], [2.23, 1.00, -4.62], [4.88, -0.34, -3.38], [4.56, 0.33, -4.94], [3.02, -0.38, -1.64], [-0.60, 1.33, -2.84], [0.40, 1.78, -5.11], [1.65, 1.70, 1.00], [0.84, 2.70, 2.19], [1.42, 3.77, 2.62], [0.61, 4.61, 3.54], [-0.43, 3.67, 4.14], [-0.68, 2.37, 2.88], [2.33, 4.09, 2.29], [0.17, 5.41, 2.96], [1.26, 5.04, 4.31], [-1.38, 4.18, 4.31], [-0.10, 3.18, 5.05], [-0.48, -2.15, 1.87], [0.47, -1.39, 1.59], [0.77, -1.67, -0.66], [1.55, -1.84, 2.02], [-3.65, -1.06, 1.04], [-3.33, 0.11, -0.35], [-3.86, 1.84, -0.13], [-3.43, -0.60, -2.04], [-1.38, 0.33, -0.15], [-4.73, -1.25, 1.09], [-3.35, -0.67, 2.01], [-3.19, -2.04, 0.86], [-4.95, 1.86, -0.26], [-3.46, 2.51, -0.90], [-3.65, 2.24, 0.86], [-4.48, -0.86, -2.23], [-2.87, -1.52, -2.15], [-3.13, 0.11, -2.81]]}

=====

No. 6
{"formula": "C6H5NOS", "method": "ωB97M-V with the def2-TZVPD basis set", "e_tot_ev": -20670.291, "homo_lumo_gap_ev": [4.9, 5.7], "total_charge": 0, "fmax_ev_per_a": 4.5, "e_above_lowest_kcal_mol": 92.73, "species": ["C", "C", "C", "C", "C", "C", "N", "O", "S", "H", "H", "H", "H", "H"], "positions_angstrom": [[1.78, 1.59, -0.30], [0.38, 1.62, -0.57], [2.90, 1.21, -0.15], [-1.73, 0.37, -0.48], [-1.61, -1.07, -0.04], [-0.14, -0.76, 0.30], [-0.37, 0.61, -0.08], [-2.55, 1.21, -0.75], [1.01, -1.58, -0.83], [-0.23, 2.47, -1.12], [3.85, 0.96, 0.18], [-2.42, -1.39, 0.81], [-1.82, -1.78, -0.73], [0.07, -0.77, 1.30]]}

=====

No. 7
{"formula": "C5H7N3S", "method": "ωB97M-V with the def2-TZVPD basis set", "e_tot_ev": -20601.192, "homo_lumo_gap_ev": 8.2, "total_charge": 0, "fmax_ev_per_a": 5.3, "smiles": "S=c1nc[nH]n1C1CC1", "e_above_lowest_kcal_mol": 41.17, "species": ["S", "C", "N", "C", "N", "N", "C", "C", "C", "H", "H", "H", "H", "H", "H", "H"], "positions_angstrom": [[0.28, 3.05, 1.36], [-0.20, 2.40, -0.11], [-0.97, 3.13, -1.01], [-1.42, 2.27, -1.85], [-0.87, 1.00, -1.70], [-0.19, 1.11, -0.48], [0.01, -0.15, 0.23], [0.74, -0.50, 1.48], [-0.77, -0.55, 1.46], [-2.07, 2.47, -2.65], [-1.13, 0.09, -2.08], [-0.05, -0.95, -0.57], [1.32, 0.39, 1.96], [1.41, -1.44, 1.45], [-1.28, -1.43, 1.41], [-1.18, 0.42, 1.91]]}

=====

No. 8
{"formula": "C3H3BrF2O2", "method": "ωB97M-V with the def2-TZVPD basis set", "e_tot_ev": -82730.460, "homo_lumo_gap_ev": 10.7, "total_charge": 0, "fmax_ev_per_a": 3.0, "smiles": "O=C[C@H](O)C(F)(F)Br", "e_above_lowest_kcal_mol": 9.34, "species": ["O", "C", "C", "O", "C", "F", "F", "Br", "H", "H", "H"], "positions_angstrom": [[-1.69, 0.31, 1.82], [-1.42, 0.21, 0.67], [-0.05, -0.62, 0.07], [0.89, -1.17, 0.96], [0.60, 0.39, -0.97], [1.06, -0.31, -2.04], [-0.15, 1.32, -1.54], [2.02, 1.32, -0.10], [-1.94, 0.77, -0.20], [-0.41, -1.55, -0.51], [1.09, -0.67, 1.84]]}